Entry 1:
A molecular structure, C11H31BrIO4Si3 at a distorted geometry. Source: the Open Molecules 2025 dataset; level of theory: wB97M-V/def2-TZVPD.

The HOMO-LUMO gap comes out at 6.44 eV. For the HOMO energy, the calculation gives -11.576 eV. As for the molar mass: 518.43 g mol⁻¹. The energy comes out at -121872.3880 eV.

```
! wB97M-V def2-TZVPD RIJCOSX def2/J DEFGRID3
* xyz 1 1
I -1.833 1.188 -3.996
Br -3.061 3.619 -1.203
Si 2.044 -0.069 -1.189
Si 0.075 -1.923 2.032
Si -0.728 0.318 -1.927
O 0.867 -0.041 -2.432
O 2.796 2.249 -3.912
O -5.012 -0.421 1.198
O -0.751 -1.003 0.835
C -0.855 1.735 -0.674
C 1.204 -0.672 2.947
C -2.328 2.408 1.280
C 3.803 0.258 -1.808
C -2.354 2.043 -0.263
C 1.200 -3.280 1.321
C -1.574 -1.778 -0.027
C -1.104 -2.721 3.300
C -1.686 -1.260 -1.494
C 4.183 1.771 -1.897
C 3.133 2.656 -2.601
H 1.030 0.337 2.523
H -4.030 -0.411 1.306
H -2.984 1.135 -0.362
H 5.183 1.886 -2.343
H 2.020 -1.438 -0.619
H 1.789 0.846 -0.072
H -1.296 -2.060 -2.149
H -1.627 -3.575 2.836
H 1.198 -4.124 2.031
H -5.425 0.356 1.627
H -3.191 3.009 1.600
H -0.337 1.540 0.276
H -5.262 -0.485 0.253
H -2.160 1.527 1.925
H 0.879 -3.630 0.326
H 0.912 -0.589 4.006
H 2.222 -2.874 1.277
H -2.609 -1.779 0.414
H 4.533 -0.229 -1.137
H 3.004 1.327 -4.044
H -1.231 -2.827 0.016
H 2.257 -0.953 2.816
H 3.946 -0.205 -2.803
H -0.456 -3.126 4.096
H -0.469 2.670 -1.117
H -2.748 -1.103 -1.735
H 4.270 2.148 -0.861
H 3.584 3.660 -2.703
H -1.441 3.052 1.413
H 2.218 2.815 -1.993
H -1.804 -1.974 3.708
*
```

These are the natural (NBO) partial charges, in e, on atoms 1 to 5: atom 1 (I): -0.209, atom 2 (Br): 0.042, atom 3 (Si): 1.430, atom 4 (Si): 1.858, atom 5 (Si): 1.756


Entry 2:
2 unconnected molecules or ions with the total composition C11H31FNO4PSSi2 at a distorted geometry. Source: the Open Molecules 2025 dataset; level of theory: wB97M-V/def2-TZVPD.

The HOMO-LUMO gap comes out at 3.32 eV. For the HOMO energy, the calculation gives 0.501 eV. As for the molar mass: 379.58 g mol⁻¹. The energy comes out at -60181.4824 eV.

```
! wB97M-V def2-TZVPD RIJCOSX def2/J DEFGRID3
* xyz -2 1
S -2.128 -0.490 -5.948
P 0.195 -0.052 0.821
Si 0.527 1.865 1.875
Si 0.192 -0.194 -1.369
F 2.802 -2.555 -0.590
O -3.150 -0.852 -4.949
O -1.997 0.977 -6.008
O -2.530 -1.002 -7.270
O -0.834 -1.083 -5.564
N -1.542 0.340 0.747
C -0.313 3.386 1.044
C -3.383 -0.867 2.064
C -0.447 -1.984 -1.862
C -2.427 -0.887 0.722
C 2.379 2.305 2.162
C 1.894 0.137 -2.214
C 2.016 -0.603 0.997
C -0.271 1.715 3.664
C 3.133 -2.839 1.888
C -1.073 1.035 -2.234
C 2.140 -2.228 0.694
H -4.419 -1.421 1.865
H -0.618 2.105 -2.384
H -3.690 0.263 2.297
H -1.232 0.592 -3.331
H -1.263 2.372 3.637
H 2.288 -0.485 2.154
H -0.604 0.615 3.908
H 3.288 -3.997 1.810
H 3.054 2.291 1.206
H 2.808 1.536 2.966
H 1.663 0.642 -3.271
H 4.148 -2.225 1.774
H -1.566 -1.968 -2.251
H -1.127 3.101 0.250
H 0.556 4.029 0.540
H -0.765 4.106 1.882
H 2.687 -2.506 2.939
H -2.848 -1.253 3.042
H -3.169 -0.751 -0.204
H -0.159 -1.188 1.683
H 0.456 2.076 4.507
H 1.070 -2.728 0.702
H -1.872 -1.900 0.537
H 0.214 -2.337 -2.762
H -1.838 1.046 1.456
H 2.569 0.937 -1.642
H 2.511 -0.836 -2.464
H -2.130 1.027 -1.732
H 2.797 0.051 0.421
H -0.401 -2.680 -0.917
H 2.408 3.364 2.712
*
```

These are the natural (NBO) partial charges, in e, on atoms 1 to 5: atom 1 (S): 2.588, atom 2 (P): 0.465, atom 3 (Si): 1.415, atom 4 (Si): 1.432, atom 5 (F): -0.400